This record from the OMol25 dataset describes a molecular structure, C37H48N10O5PTeZr in a non-equilibrium geometry. The level of theory is the ωB97M-V functional and the def2-TZVPD basis.

```
103
C37H48N10O5PTeZr, DFT the ωB97M-V functional and the def2-TZVPD basis
Zr 0.0034 0.2952 1.2625
C -3.6683 -1.5929 3.6344
C -3.3947 -0.7969 4.7412
C -2.6194 0.3272 4.5651
C -2.1411 0.6426 3.2767
N -2.2832 -0.2118 2.2321
C -3.0639 -1.2759 2.4322
N -1.7120 1.9113 3.1095
C -1.4696 2.5198 1.9880
N -1.2578 2.0052 0.7248
C -1.1967 3.0799 -0.1395
N -1.0563 3.1539 -1.4175
C -1.2286 2.3546 -2.4759
C -0.7149 2.8152 -3.7108
C -0.9989 2.1225 -4.8572
C -1.8011 0.9801 -4.7878
C -2.2547 0.5893 -3.5487
N -1.9741 1.2379 -2.4237
C -1.3107 4.3345 0.6152
C -1.2937 5.6596 0.2293
C -1.4489 6.6173 1.2216
C -1.6216 6.2610 2.5544
C -1.6284 4.9304 2.9447
C -1.4707 3.9791 1.9553
H -4.3321 -2.4387 3.7086
H -3.8075 -1.0348 5.7091
H -2.4411 1.0378 5.3550
H -3.2475 -1.9097 1.5702
H -0.1226 3.7139 -3.7128
H -0.6481 2.4757 -5.8151
H -2.0769 0.4507 -5.6843
H -2.8941 -0.2773 -3.4268
H -1.1598 5.9285 -0.8055
H -1.4425 7.6621 0.9548
H -1.7503 7.0324 3.2985
H -1.7611 4.6369 3.9734
N -1.4898 -0.5055 -0.4577
C -0.9862 -1.6382 -1.2372
C -1.9288 -2.8541 -1.1264
C -1.5080 -4.1494 -1.8294
C -1.3243 -4.0066 -3.3369
N -0.0728 -3.3305 -3.6088
C 0.2821 -2.8446 -4.7723
N -0.5043 -2.9472 -5.8526
N 1.4429 -2.1896 -4.8799
C 0.4426 -1.9556 -0.7128
O 1.1059 -2.8089 -1.3230
O 0.8343 -1.2963 0.2818
H -2.4022 -0.7275 -0.0574
H -1.6917 0.3017 -1.1065
H -0.8928 -1.3495 -2.2979
H -2.9055 -2.5523 -1.5201
H -2.0451 -3.0868 -0.0647
H -2.2915 -4.8873 -1.6508
H -0.5833 -4.5376 -1.4023
H -2.1588 -3.4388 -3.7610
H -1.3079 -4.9996 -3.7995
H 0.5220 -3.1806 -2.7468
H -1.3688 -3.4572 -5.8118
H -0.1904 -2.6155 -6.7468
H 2.0673 -2.1437 -4.0900
H 1.7814 -1.8749 -5.7709
C 1.5518 0.9982 -2.1571
N 2.4201 0.3135 -1.2161
C 3.2163 -0.6997 -1.8819
C 3.3242 1.2750 -0.6034
C 2.6640 2.2709 0.3166
C 3.2321 3.5437 0.3268
C 2.8452 4.4941 1.2502
C 1.9404 4.1220 2.2270
C 1.3723 2.8542 2.2067
C 1.6400 1.8912 1.2079
H 2.1166 1.4545 -2.9871
H 1.0167 1.7855 -1.6245
H 0.8360 0.2967 -2.5873
H 3.8568 -0.2741 -2.6707
H 2.5594 -1.4462 -2.3186
H 3.8441 -1.1976 -1.1461
H 3.8824 1.8183 -1.3865
H 4.0594 0.7178 -0.0097
H 3.9955 3.7876 -0.4008
H 3.2687 5.4883 1.2299
H 1.6713 4.8189 3.0080
H 0.7225 2.6015 3.0447
C 0.3858 -4.3510 2.3235
C -0.6018 -3.3355 2.8759
O -0.2273 -1.9903 2.5909
P 0.6129 -1.1540 3.7931
O 0.6539 0.2113 3.1267
Te -0.1005 -1.4179 5.9670
O 2.0760 -1.8054 3.7345
C 2.9894 -1.7994 2.6337
C 4.1021 -2.7607 3.0177
H -0.0146 -5.3511 2.4664
H 1.3338 -4.2858 2.8494
H 0.5582 -4.1790 1.2622
H -0.6877 -3.4492 3.9670
H -1.5904 -3.4807 2.4278
H 3.3542 -0.7752 2.4811
H 2.4759 -2.1248 1.7219
H 4.5831 -2.4173 3.9293
H 4.8365 -2.8373 2.2230
H 3.6858 -3.7478 3.2079
```

Results
Charge: +1
Frontier orbital gap (eV): 6.17
Strongest force on any atom (Eh/bohr): 0.058
E (eV): -82150.240